A structure of composition C34H19N10O4S2Yb. Source: the OMol25 dataset; level of theory: wB97M-V/def2-TZVPD.

Its spin multiplicity is 2. The value obtained for the HOMO energy is -2.76 eV. As for the total charge: -2. Its HOMO-LUMO gap is 7.0 eV. The calculation puts the energy above the lowest of the compared OMol25 structures with the same formula, charge and spin at 5.74 kcal/mol. As for the LUMO energy: 4.23 eV.

Geometry as XYZ:
```
70
Properties=species:S:1:pos:R:3:forces:R:3
Yb -0.5137 -0.0366 0.2690 0.0 0.6 0.3
C 1.6386 -4.5571 1.2780 0.0 0.0 0.0
C 0.9016 -5.3424 0.3925 0.0 0.0 0.0
C 0.4104 -4.7655 -0.7537 0.0 -0.1 0.0
C 0.6356 -3.3967 -0.9765 -0.2 0.1 -0.4
N 1.2573 -2.6226 -0.0932 0.1 0.0 0.1
C 1.7782 -3.2158 0.9886 0.0 0.1 -0.1
N 0.2317 -2.9278 -2.2241 0.1 -0.1 0.3
C 0.2115 -1.7017 -2.5996 0.0 0.3 -0.1
N 0.3711 -0.4889 -1.9374 0.0 -0.1 -0.1
C 0.3394 0.5032 -2.8907 0.0 -0.3 0.0
N 0.4677 1.7884 -2.8429 0.0 0.2 0.2
C 0.5937 2.5492 -1.7052 0.1 -0.1 -0.2
C 0.7056 3.9366 -1.9238 0.0 0.0 0.0
C 0.8107 4.7995 -0.8624 0.0 0.0 0.0
C 0.8374 4.2815 0.4312 0.1 0.0 -0.2
C 0.7591 2.9155 0.5705 0.0 -0.1 0.1
N 0.6165 2.0582 -0.4587 -0.3 0.0 0.3
C 0.1109 -0.0954 -4.2348 0.0 0.3 0.1
C -0.0241 0.4867 -5.4808 0.0 -0.1 -0.1
C -0.2932 -0.3617 -6.5492 0.0 0.0 0.0
C -0.4258 -1.7411 -6.3573 0.0 0.0 0.0
C -0.2861 -2.3083 -5.0951 0.0 0.1 -0.1
C -0.0137 -1.4450 -4.0504 0.0 -0.3 0.2
H 2.0719 -4.9611 2.1834 0.0 0.0 0.0
H 0.7256 -6.3932 0.5921 0.0 0.0 0.0
H -0.1496 -5.3188 -1.4956 0.0 0.0 0.0
H 2.3204 -2.5579 1.6558 0.0 0.0 0.0
H 0.6776 4.2770 -2.9492 0.0 0.0 0.0
H 0.8682 5.8690 -1.0336 0.0 0.0 0.0
H 0.9144 4.9063 1.3096 0.0 0.0 0.0
H 0.7754 2.4608 1.5513 0.0 0.0 0.0
H 0.0626 1.5589 -5.5977 0.0 0.0 0.0
H -0.4194 0.0497 -7.5441 0.0 0.0 0.0
H -0.6523 -2.3749 -7.2069 0.0 0.0 0.0
H -0.4042 -3.3693 -4.9160 0.0 0.0 0.0
O -4.1270 0.7902 -2.1686 0.0 0.0 0.0
C -3.2698 0.7075 -1.2926 0.2 0.0 -0.2
O -2.0039 0.8136 -1.4027 -0.1 -0.1 0.1
C -3.7236 0.4817 0.1417 -0.1 -0.1 0.0
C -4.9853 0.0725 0.5359 0.0 0.1 0.2
C -5.2050 -0.1121 1.8978 0.0 0.0 0.0
C -4.1992 0.1664 2.8182 -0.1 0.1 -0.1
C -2.9766 0.5928 2.3259 -0.1 0.0 0.0
N -2.7621 0.6929 1.0236 0.3 -0.3 0.0
C -1.7758 1.0369 3.1508 0.0 0.0 0.1
O -1.9108 1.1192 4.3733 0.1 0.0 0.0
O -0.7666 1.3069 2.4331 0.0 -0.1 -0.1
H -5.7416 -0.1059 -0.2150 0.0 0.0 0.0
H -6.1690 -0.4674 2.2453 0.0 0.0 0.0
H -4.3274 0.0653 3.8868 0.0 0.0 0.0
S 2.0029 0.0725 1.9988 -0.1 -0.2 0.0
C 0.9376 -0.9292 2.8670 0.1 0.1 -0.2
N -0.1888 -1.3900 2.3709 -0.1 0.0 0.0
C -0.8480 -2.2399 3.2452 0.1 0.1 -0.2
C -2.0571 -2.8877 2.9988 0.0 0.0 0.0
C -2.5850 -3.7121 3.9769 0.0 0.0 0.0
C -1.9313 -3.9015 5.1976 0.0 0.0 -0.1
C -0.7287 -3.2612 5.4508 0.0 0.0 0.0
C -0.1943 -2.4371 4.4689 0.0 -0.1 0.1
S 1.2744 -1.5168 4.4849 0.1 0.0 0.1
H -2.5550 -2.7368 2.0511 0.0 0.0 0.0
H -3.5225 -4.2204 3.7867 0.0 0.0 0.0
H -2.3639 -4.5484 5.9509 0.0 0.0 0.0
H -0.2183 -3.3961 6.3968 0.0 0.0 0.0
N -2.5111 -5.5033 -2.6881 0.0 0.0 0.0
C -2.7671 -4.5897 -2.0187 0.0 0.0 0.1
N -3.1968 -3.6171 -1.2454 0.0 0.0 -0.1
C -2.4595 -2.7085 -0.7218 -0.1 -0.1 0.1
N -1.9189 -1.8541 -0.1356 0.1 -0.2 -0.3
```
Positions in Å, forces in eV/Å.

A structure of composition C34H20BrCl2EuN6O7. Source: the OMol25 dataset; level of theory: wB97M-V/def2-TZVPD.

Its spin multiplicity is 8. The value obtained for the HOMO energy (alpha / beta) is -2.23 / -5.06 eV. As for the total charge: -1. Its HOMO-LUMO gap (alpha / beta) is 4.1 / 6.9 eV. The calculation puts the energy above the lowest of the compared OMol25 structures with the same formula, charge and spin at 10.75 kcal/mol. As for the LUMO energy (alpha / beta): 1.84 / 1.84 eV.

Geometry as XYZ:
```
71
Properties=species:S:1:pos:R:3:forces:R:3
Eu 0.0697 -0.0041 0.1184 0.0 0.3 -2.3
C 0.3509 -2.2456 -4.1176 0.0 0.1 -0.3
C 0.2700 -1.8772 -2.7980 -0.1 0.2 0.2
N 0.1788 -0.6114 -2.3609 0.2 0.1 0.0
C 0.1735 0.3924 -3.3221 0.0 -0.6 0.0
C 0.2502 0.0805 -4.7159 0.0 0.2 0.1
C 0.3428 -1.2333 -5.1010 0.0 -0.3 0.0
C 0.2006 1.1701 -5.6648 0.0 -0.1 0.0
C 0.0538 2.4423 -5.2594 0.0 0.1 0.1
C -0.0393 2.7730 -3.8561 0.1 -0.2 -0.1
C -0.2453 4.0544 -3.4087 -0.1 0.3 0.3
C -0.3589 4.2944 -2.0271 0.0 0.1 -0.3
C -0.2060 3.2296 -1.1635 0.1 -0.2 0.0
N 0.0364 1.9700 -1.5378 0.0 0.1 -0.1
C 0.0680 1.7116 -2.9014 0.0 0.5 0.4
H 0.4360 -3.2921 -4.3760 0.0 0.0 0.0
H 0.2839 -2.6385 -2.0289 0.0 0.0 0.0
H 0.4069 -1.4750 -6.1569 0.0 0.0 0.0
H 0.2688 0.9288 -6.7209 0.0 0.0 0.0
H -0.0098 3.2518 -5.9795 0.0 0.0 0.0
H -0.3363 4.8615 -4.1285 0.0 0.0 0.0
H -0.5487 5.2823 -1.6307 0.0 0.0 0.0
H -0.2684 3.3988 -0.0962 0.0 0.0 0.0
Br 2.3693 3.5196 1.1767 -0.1 0.0 0.0
C 3.3041 2.0431 0.4629 -0.1 0.0 -0.2
C 4.6853 2.1493 0.4068 0.1 0.0 0.0
C 5.4016 1.0840 -0.1051 0.1 0.0 0.0
C 4.7171 -0.0424 -0.5207 0.0 0.0 -0.1
C 3.3409 -0.0599 -0.3960 -0.1 0.1 0.0
N 2.6219 0.9800 0.0664 0.4 -0.3 0.3
C 2.5913 -1.3480 -0.7091 0.1 -0.1 0.4
O 3.0047 -2.0474 -1.6108 0.0 -0.3 0.1
O 1.6075 -1.5656 0.1064 1.0 -0.8 -0.5
H 5.1672 3.0486 0.7593 0.0 0.0 0.0
H 6.4820 1.1334 -0.1667 0.0 0.0 0.0
H 5.2092 -0.9120 -0.9320 0.0 0.0 0.0
O -4.6467 2.7289 2.9983 -0.2 -0.2 0.2
C -3.7481 2.1202 2.4793 0.4 0.4 -0.1
C -2.2486 2.2097 2.8540 -0.9 -0.1 1.0
O -1.7876 2.4933 3.9624 -0.2 0.0 -0.7
C -1.5608 1.7432 1.6947 -1.6 -1.1 -2.0
C -2.5322 1.1186 0.7366 2.5 1.1 1.3
O -2.1237 0.5190 -0.3019 -0.8 -0.1 -0.1
C -3.8504 1.1644 1.2882 -1.5 -0.3 0.6
O -4.8452 0.5028 0.9505 1.0 0.7 0.3
O -0.2908 1.6586 1.5096 -0.3 0.8 0.8
N -9.6888 -5.0164 0.6551 0.1 0.0 0.0
C -8.5782 -4.7217 0.6112 0.1 0.0 0.0
C -7.1786 -4.3709 0.5542 -0.2 -0.1 0.0
C -6.7717 -3.0551 0.7598 0.0 0.1 0.0
C -5.4292 -2.7235 0.7154 -0.1 0.0 0.0
C -4.4991 -3.7195 0.4454 0.2 0.1 0.0
C -4.8949 -5.0327 0.2243 0.0 0.0 0.0
C -6.2357 -5.3609 0.2877 0.0 0.0 0.0
N -3.1215 -3.3845 0.3852 -0.1 -0.1 0.0
C -2.0419 -4.1760 0.7484 -0.1 0.0 0.0
C -0.9379 -3.4279 0.5032 0.1 0.0 -0.2
N -1.3083 -2.2020 -0.0138 -0.2 -0.1 0.3
C -2.6194 -2.2069 -0.0641 0.0 -0.1 -0.1
H -7.5055 -2.2874 0.9660 0.0 0.0 0.0
H -5.1186 -1.6955 0.8811 0.0 -0.1 0.0
H -4.1571 -5.7877 -0.0126 0.0 0.0 0.0
H -6.5591 -6.3788 0.1165 0.0 0.0 0.0
H -2.1655 -5.1558 1.1749 0.0 0.0 0.0
H 0.1016 -3.6694 0.6520 0.0 0.0 0.0
H -3.2338 -1.3942 -0.4212 0.0 0.0 0.0
Cl -0.9449 -1.0644 2.7856 0.0 -0.2 0.5
C 0.2152 -0.1310 3.7753 0.0 0.0 -0.1
Cl 1.7427 -0.0280 2.8912 0.2 0.0 0.4
H 0.3732 -0.6738 4.6974 0.0 0.0 0.0
H -0.1903 0.8652 3.9239 0.0 0.1 0.0
```
Positions in Å, forces in eV/Å.

A structure of composition C34H20IMgN9O. Source: the OMol25 dataset; level of theory: wB97M-V/def2-TZVPD.

The value obtained for the HOMO energy (alpha / beta) is -6.20 / -6.16 eV. Its HOMO-LUMO gap (alpha / beta) is 5.0 / 5.0 eV. As for the LUMO energy (alpha / beta): -1.19 / -1.21 eV.

Geometry as XYZ:
```
66
Properties=species:S:1:pos:R:3:forces:R:3
Mg 0.1256 0.1488 -0.0791 0.0 0.0 0.0
C -0.9154 -6.3586 0.4717 0.0 0.0 0.0
C -0.7286 -6.3525 -0.9161 0.0 0.0 0.0
C -0.5417 -5.1688 -1.6097 0.0 0.0 0.0
C -0.5380 -3.9888 -0.8780 0.0 0.0 0.0
C -0.3503 -2.5907 -1.2635 0.0 -0.1 0.1
N -0.4168 -1.8148 -0.1499 0.1 0.0 0.0
C -0.6498 -2.5994 0.9379 0.0 -0.1 -0.1
N -0.7922 -2.2178 2.1965 0.0 0.0 0.0
C -0.7695 -0.9532 2.6037 0.0 0.1 0.0
C -1.0294 -0.5412 3.9775 0.0 0.0 0.0
C -1.3147 -1.2552 5.1361 0.0 0.0 0.0
C -1.5282 -0.5358 6.2975 0.0 0.0 0.0
C -1.4685 0.8651 6.3063 0.0 0.0 0.0
C -1.1938 1.5778 5.1536 0.0 0.0 0.0
C -0.9704 0.8567 3.9861 0.0 0.0 0.0
C -0.6735 1.2629 2.6178 0.0 -0.1 0.0
N -0.6020 2.5359 2.2293 0.0 0.0 0.0
C -0.4356 2.9209 0.9814 0.0 0.1 -0.1
N -0.2659 2.1399 -0.1223 0.1 -0.1 0.0
C -0.1685 2.9224 -1.2259 0.0 0.1 0.1
N -0.0233 2.5460 -2.4841 0.0 0.0 0.0
C 0.0145 1.2768 -2.8800 0.0 0.0 0.0
N -0.0274 0.1682 -2.1080 -0.1 0.0 0.1
C -0.0489 -0.9399 -2.8979 0.0 0.0 0.0
N -0.1670 -2.2009 -2.5164 0.0 0.0 -0.1
C 0.0332 -0.5212 -4.2965 0.0 0.1 0.0
C 0.0529 -1.2307 -5.4892 0.0 0.0 0.0
C 0.1195 -0.5050 -6.6665 0.0 0.0 0.0
C 0.1562 0.8947 -6.6557 0.0 0.0 0.0
C 0.1278 1.6033 -5.4664 0.0 0.0 0.0
C 0.0705 0.8760 -4.2860 0.0 -0.1 0.0
C -0.2711 4.3298 -0.8197 0.0 0.0 0.0
C -0.2425 5.5132 -1.5409 0.0 0.0 0.0
C -0.3765 6.6975 -0.8334 0.0 0.0 0.0
C -0.5386 6.6969 0.5556 0.0 0.0 0.0
C -0.5722 5.5121 1.2744 0.0 0.0 0.0
C -0.4355 4.3287 0.5652 0.0 0.0 0.0
N -0.5372 0.1550 1.8484 -0.1 0.0 0.0
C -0.7264 -3.9952 0.5052 0.0 0.0 0.0
C -0.9209 -5.1811 1.2001 0.0 0.0 0.0
H -1.0603 -7.3040 0.9789 0.0 0.0 0.0
H -0.7332 -7.2934 -1.4516 0.0 0.0 0.0
H -0.3967 -5.1536 -2.6819 0.0 0.0 0.0
H -1.3698 -2.3358 5.1182 0.0 0.0 0.0
H -1.7506 -1.0581 7.2193 0.0 0.0 0.0
H -1.6455 1.3929 7.2347 0.0 0.0 0.0
H -1.1550 2.6591 5.1491 0.0 0.0 0.0
H 0.0155 -2.3121 -5.4887 0.0 0.0 0.0
H 0.1407 -1.0244 -7.6161 0.0 0.0 0.0
H 0.2043 1.4273 -7.5970 0.0 0.0 0.0
H 0.1474 2.6850 -5.4474 0.0 0.0 0.0
H -0.1195 5.5020 -2.6157 0.0 0.0 0.0
H -0.3589 7.6428 -1.3607 0.0 0.0 0.0
H -0.6418 7.6414 1.0743 0.0 0.0 0.0
H -0.7017 5.5006 2.3485 0.0 0.0 0.0
H -1.0653 -5.1750 2.2725 0.0 0.0 0.0
N 4.3231 -0.1912 0.6386 0.0 0.0 0.0
C 3.0410 -0.5571 0.7614 0.0 0.0 0.1
O 2.1483 0.0608 0.1829 0.1 0.1 0.0
C 2.7525 -1.7404 1.6426 0.0 0.1 0.0
I 3.0048 -3.5226 0.4989 0.0 0.0 0.0
H 4.5506 0.5476 -0.0065 0.0 0.0 0.0
H 5.0622 -0.7535 1.0213 0.0 0.0 0.0
H 1.7208 -1.7148 1.9744 0.0 0.0 0.0
H 3.4273 -1.8012 2.4908 0.0 0.0 0.0
```
Positions in Å, forces in eV/Å.

A structure of composition C34H22Br4NO2PRuS. Source: the OMol25 dataset; level of theory: wB97M-V/def2-TZVPD.

Its spin multiplicity is 6. The value obtained for the HOMO energy (alpha / beta) is -3.84 / -4.71 eV. As for the total charge: -1. Its HOMO-LUMO gap (alpha / beta) is 6.0 / 5.6 eV. The calculation puts the energy above the lowest of the compared OMol25 structures with the same formula, charge and spin at 0.00 kcal/mol. As for the LUMO energy (alpha / beta): 2.14 / 0.87 eV.

Geometry as XYZ:
```
66
Properties=species:S:1:pos:R:3:forces:R:3
Ru -0.7397 -0.9719 -0.6711 -0.2 -0.1 0.1
Br 4.8444 -3.9740 3.0658 0.0 0.0 0.0
C 3.7850 -3.1809 1.7207 0.0 0.0 0.0
C 4.4060 -2.6841 0.5343 0.0 0.0 0.0
Br 6.2750 -2.8270 0.3317 0.0 0.0 0.0
C 3.6571 -2.0824 -0.4437 0.0 0.0 0.0
Br 4.4104 -1.3730 -2.0179 0.0 0.0 0.0
C 2.2432 -1.9208 -0.3133 0.0 0.0 -0.1
O 1.5335 -1.3698 -1.1866 0.1 -0.1 0.1
C 1.6005 -2.4156 0.9201 0.0 0.0 0.0
O 0.3759 -2.2467 1.0656 0.1 0.0 0.0
C 2.4340 -3.0554 1.9016 0.0 0.0 0.0
Br 1.5498 -3.6412 3.4516 0.0 0.0 0.0
C -1.1691 3.7915 5.7216 0.0 0.0 0.0
C -2.1675 2.8974 5.3631 0.0 0.0 0.0
C -1.9596 2.0092 4.3171 0.0 0.0 0.0
C -0.7626 2.0070 3.6024 0.0 0.0 0.0
C 0.2309 2.9136 3.9717 0.0 0.0 0.0
C 0.0318 3.7953 5.0247 0.0 0.0 0.0
P -0.6188 0.8136 2.2046 0.0 0.0 0.0
C 1.2071 0.7739 2.0065 0.0 0.0 0.0
C 1.8877 1.3086 0.9166 0.0 0.0 0.0
C 3.2669 1.1699 0.8077 0.0 0.0 0.0
C 3.9837 0.5011 1.7886 0.0 0.0 0.0
C 3.3140 -0.0331 2.8835 0.0 0.0 0.0
C 1.9377 0.0965 2.9843 0.0 0.0 0.0
C -1.1495 1.8279 0.7773 0.0 0.0 0.0
C -1.4723 3.1804 0.8714 0.0 0.0 0.0
C -1.9159 3.8717 -0.2483 0.0 0.0 0.0
C -2.0296 3.2053 -1.4601 0.0 0.0 0.0
C -1.6940 1.8589 -1.5464 0.0 0.0 0.0
C -1.2441 1.1244 -0.4414 0.0 0.0 0.1
H -1.3243 4.4810 6.5424 0.0 0.0 0.0
H -3.1058 2.8844 5.9038 0.0 0.0 0.0
H -2.7352 1.3012 4.0463 0.0 0.0 0.0
H 1.1680 2.9279 3.4290 0.0 0.0 0.0
H 0.8157 4.4909 5.2990 0.0 0.0 0.0
H 1.3358 1.8232 0.1399 0.0 0.0 0.0
H 3.7778 1.5720 -0.0587 0.0 0.0 0.0
H 5.0556 0.3754 1.6914 0.0 0.0 0.0
H 3.8607 -0.5776 3.6448 0.0 0.0 0.0
H 1.4171 -0.3555 3.8222 0.0 0.0 0.0
H -1.3867 3.7014 1.8182 0.0 0.0 0.0
H -2.1732 4.9216 -0.1701 0.0 0.0 0.0
H -2.3857 3.7317 -2.3392 0.0 0.0 0.0
H -1.8029 1.3653 -2.5082 0.0 0.0 0.0
C 0.7126 0.1414 -3.5726 0.0 0.0 0.0
C -0.4538 -0.7268 -3.9409 0.0 0.0 0.0
C -0.7964 -0.8697 -5.3086 0.0 0.0 0.0
C -1.8411 -1.6636 -5.6583 0.0 0.0 0.0
C -2.5806 -2.3411 -4.6628 0.0 0.0 0.0
C -3.6783 -3.1681 -4.9840 0.0 0.0 0.0
C -4.3550 -3.7935 -3.9740 0.0 0.0 0.0
C -3.9643 -3.6258 -2.6383 0.0 0.0 0.0
C -2.8916 -2.8320 -2.2668 0.0 0.0 -0.1
S -2.4382 -2.7035 -0.5939 0.1 0.0 0.1
C -2.1830 -2.1600 -3.3168 0.0 0.0 0.0
N -1.1263 -1.3485 -2.9963 0.1 0.0 0.0
H 0.8642 0.9132 -4.3282 0.0 0.0 0.0
H 1.6184 -0.4625 -3.4967 0.0 0.0 0.0
H 0.5642 0.6082 -2.6005 0.0 0.0 0.0
H -0.2178 -0.3377 -6.0525 0.0 0.0 0.0
H -2.1262 -1.7870 -6.6975 0.0 0.0 0.0
H -3.9642 -3.2888 -6.0220 0.0 0.0 0.0
H -5.2024 -4.4305 -4.1991 0.0 0.0 0.0
H -4.5094 -4.1366 -1.8547 0.0 0.0 0.0
```
Positions in Å, forces in eV/Å.

| no. | E (eV) |
| --- | --- |
| 1 | -111867.75912 |
| 2 | -173277.64134 |
| 3 | -64593.80730 |
| 4 | -344077.67444 |